ORCA calculation (the ωB97M-V functional and the def2-TZVPD basis) on the molecule C9H8N2.

```
19
Properties=species:S:1:pos:R:3
C 1.430 2.382 0.192
C 0.576 3.117 -0.589
C -0.596 2.425 -1.134
C 0.053 0.560 -0.054
C 1.214 1.016 0.448
C -0.344 -0.943 0.111
C -1.180 -1.419 1.036
C -1.165 -2.888 0.913
C -0.245 -3.206 -0.016
H 2.154 2.768 0.697
H 0.741 4.168 -0.995
H -1.342 3.091 -1.618
H 1.636 0.415 1.032
H -1.860 -0.974 1.741
H -1.723 -3.540 1.307
H 0.297 -4.297 -0.412
H 0.930 -1.912 -1.236
N -0.814 1.185 -0.881
N 0.238 -1.949 -0.542
```

Structure (SMILES) = c1ccc(-c2ccc[nH]2)nc1
Max |F| = 8.60 eV/Å
Lowest unoccupied orbital energy = 0.9 eV

***

ORCA calculation (the ωB97M-V functional and the def2-TZVPD basis) on a structure of composition C9H8N2O6Pd.

```
26
Properties=species:S:1:pos:R:3
Pd 0.745 0.048 -0.974
O -0.532 -2.990 2.154
C 0.036 -2.105 1.324
O 0.621 -2.384 0.318
C -0.123 -0.678 1.823
C -0.617 -0.369 3.076
C -0.659 0.973 3.458
C -0.191 1.938 2.590
C 0.279 1.554 1.342
N 0.280 0.273 0.967
C 0.869 2.550 0.342
O 0.959 3.716 0.664
O 1.219 2.025 -0.783
H -0.423 -3.867 1.757
H -0.945 -1.160 3.731
H -1.036 1.247 4.434
H -0.168 2.989 2.839
N 1.134 -0.043 -2.961
C -0.203 -0.076 -3.607
C -1.066 -1.114 -2.846
O -1.925 -1.724 -3.440
O -0.790 -1.210 -1.584
H 1.714 0.731 -3.272
H 1.621 -0.906 -3.185
H -0.142 -0.328 -4.664
H -0.655 0.910 -3.502
```

Max |F| = 1.17 eV/Å
Lowest unoccupied orbital energy = -0.8 eV

***

ORCA calculation (the ωB97M-V functional and the def2-TZVPD basis) on the ion C9H8NS with charge +1.

```
19
Properties=species:S:1:pos:R:3
C 3.032 -1.297 0.029
C 3.526 -0.136 0.130
C 2.000 -2.052 -0.069
C 2.926 1.036 0.103
C 0.755 -0.330 -0.096
C 1.475 0.847 -0.123
C -0.939 1.055 0.083
C -2.326 1.467 0.039
C -1.513 -1.315 -0.031
N -0.645 -0.217 -0.037
S 0.319 2.155 -0.155
H 1.628 -3.015 -0.098
H 3.346 2.011 0.327
H -2.862 1.295 0.931
H -2.940 0.893 -0.640
H -2.395 2.461 -0.303
H -1.951 -1.574 1.020
H -0.915 -2.139 -0.568
H -2.520 -1.145 -0.544
```

Total charge = +1
Max |F| = 4.89 eV/Å
Lowest unoccupied orbital energy = -4.5 eV

***

ORCA calculation (the ωB97M-V functional and the def2-TZVPD basis) on a structure of composition C9H8O.

```
18
Properties=species:S:1:pos:R:3
C 2.391 1.548 0.436
C 2.631 0.431 -0.277
C 1.254 1.594 1.260
C 1.660 -0.595 -0.295
C 0.307 0.589 1.321
C 0.522 -0.571 0.523
C -0.373 -1.647 0.879
C -2.233 -1.008 0.715
C -2.914 -1.350 -0.596
O -2.721 -0.316 1.572
H 3.190 2.290 0.351
H 3.439 0.390 -0.872
H 1.142 2.578 1.845
H 1.940 -1.420 -1.006
H -0.610 0.707 2.007
H -2.727 -2.398 -0.815
H -2.573 -0.497 -1.359
H -3.914 -1.318 -0.493
```

Max |F| = 4.33 eV/Å
Lowest unoccupied orbital energy (alpha / beta) = -1.0 / -0.7 eV

***

ORCA calculation (the ωB97M-V functional and the def2-TZVPD basis) on the molecule C9H8O4.

```
21
Properties=species:S:1:pos:R:3
C -1.019 2.918 1.365
C -0.634 1.522 0.993
C -0.655 0.437 1.894
C -0.305 -0.827 1.467
C 0.090 -1.049 0.139
C 0.528 -2.484 -1.652
C 1.293 -1.312 -2.250
C 0.136 0.038 -0.751
C -0.247 1.310 -0.320
H -0.515 2.502 3.143
H -1.014 0.566 2.918
H -0.313 -1.670 2.160
H -0.481 -2.531 -2.089
H 1.048 -3.428 -1.813
H 2.280 -1.240 -1.786
H 1.386 -1.428 -3.336
H -0.237 2.140 -1.026
O -0.953 3.220 2.674
O -1.364 3.745 0.555
O 0.423 -2.313 -0.245
O 0.554 -0.116 -2.039
```

Structure (SMILES) = O=C(O)c1ccc2c(c1)OCCO2
Max |F| = 0.83 eV/Å
Lowest unoccupied orbital energy = 0.6 eV

***

ORCA calculation (the ωB97M-V functional and the def2-TZVPD basis) on a structure of composition C9H9BBr2F4MnO2.

```
28
Properties=species:S:1:pos:R:3
Mn 1.692 0.788 0.639
Br 3.290 -0.848 1.934
C 3.356 -1.988 0.410
Br 2.308 -3.587 0.588
H 4.384 -2.308 0.260
H 2.981 -1.456 -0.455
C -2.007 2.524 0.328
C -1.187 1.322 0.639
O -0.100 1.560 1.204
C -1.599 0.001 0.215
C -2.977 -0.266 0.106
C -3.440 -1.508 -0.233
C -2.489 -2.484 -0.524
C -1.131 -2.235 -0.468
C -0.605 -0.985 -0.077
O 0.677 -0.764 -0.033
H -1.322 3.355 0.184
H -2.672 2.783 1.140
H -2.601 2.391 -0.569
H -3.677 0.531 0.341
H -4.507 -1.734 -0.213
H -2.825 -3.492 -0.750
H -0.427 -3.037 -0.648
F 3.123 0.929 -1.201
B 3.022 2.351 -0.856
F 3.690 3.172 -1.674
F 1.603 2.577 -0.801
F 3.441 2.408 0.516
```

Spin multiplicity = 6
Max |F| = 1.24 eV/Å
Lowest unoccupied orbital energy (alpha / beta) = -0.2 / -0.5 eV